#a
The following is a quantum chemistry calculation of a molecular structure, C36H48BrCl3GeInN6O4S2, from OMol25.

ORCA input file:
```
! wB97M-V def2-TZVPD RIJCOSX def2/J DEFGRID3
* xyz 0 2
In -0.19802 -0.77552 0.13043
C -2.96265 1.59353 -2.77561
C -1.84670 1.31355 -1.80426
N -1.92483 0.29222 -1.02362
N -3.06063 -0.51155 -1.20972
C -2.76853 -1.73524 -1.48811
S -1.17373 -2.41319 -1.67169
S -4.19272 -2.81143 -1.63227
C -3.92474 -3.36057 -3.35951
C -4.35214 -2.32133 -4.36109
C -5.69963 -2.01570 -4.55083
C -6.07836 -0.99677 -5.40851
C -5.11086 -0.26305 -6.09098
C -3.77094 -0.57205 -5.92165
C -3.39448 -1.59775 -5.05941
C -0.60939 2.08744 -1.91869
C -0.65514 3.44372 -2.28002
C 0.46926 4.12425 -2.68168
C 1.67352 3.41881 -2.78876
C 1.75089 2.09935 -2.41432
C 0.63362 1.40787 -1.90038
O 0.78101 0.16562 -1.50603
H -3.94231 1.44167 -2.32433
H -2.88469 2.59527 -3.18686
H -2.88292 0.88048 -3.59906
H -2.86188 -3.57831 -3.44438
H -4.48101 -4.29192 -3.45548
H -6.45468 -2.58366 -4.01611
H -7.12881 -0.76954 -5.54612
H -5.40458 0.54361 -6.75135
H -3.01231 -0.01362 -6.45713
H -2.34429 -1.83918 -4.92870
H -1.60031 3.97268 -2.21652
H 0.41702 5.17624 -2.92930
H 2.56173 3.92447 -3.15176
H 2.68574 1.55157 -2.46329
N -2.24065 -1.77251 1.24191
C -2.06993 -1.95926 2.67880
C -2.93256 -3.08456 3.24886
C -4.39329 -3.09690 2.79854
C -5.28551 -1.97082 3.31651
N -4.89626 -0.62963 2.90304
C -5.02747 -0.11642 1.69532
N -5.64197 -0.80218 0.71576
N -4.55802 1.10919 1.45089
C -0.57694 -2.21007 2.91134
O -0.21887 -2.92393 3.82971
O 0.21074 -1.59577 2.08294
H -3.11678 -1.33237 0.99782
H -2.21855 -2.68273 0.78640
H -2.28448 -1.01145 3.17637
H -2.87046 -3.06217 4.33828
H -2.48300 -4.03112 2.93985
H -4.85049 -4.01956 3.16456
H -4.43861 -3.15298 1.70357
H -5.25753 -1.95857 4.40571
H -6.32409 -2.15562 3.03232
H -4.35383 -0.06022 3.56019
H -5.83004 -1.77903 0.85648
H -5.42888 -0.54876 -0.23862
H -3.98430 1.55635 2.15994
H -4.43048 1.39421 0.49453
C 7.37418 -2.23251 0.23791
C 7.10056 -0.80934 0.72672
C 7.65278 -0.66518 2.15557
C 7.81756 0.17903 -0.20663
C 5.61796 -0.48545 0.74965
C 4.64206 -1.42650 0.39449
C 3.32466 -1.08724 0.45936
Br 2.10091 -2.41431 -0.06162
C 2.84808 0.22060 0.89570
O 1.64267 0.49132 0.97518
C 3.88967 1.19878 1.25655
C 5.19570 0.79980 1.16062
C 3.53244 2.59080 1.77664
C 4.76853 3.44378 2.06182
C 2.66904 3.34559 0.75855
C 2.75244 2.42414 3.09080
H 8.45017 -2.41267 0.24285
H 7.01569 -2.38531 -0.78333
H 6.91007 -2.97973 0.88660
H 8.71509 -0.91852 2.16565
H 7.13267 -1.33607 2.84316
H 7.54303 0.35377 2.53045
H 8.88058 -0.06753 -0.25195
H 7.72608 1.20926 0.14151
H 7.41007 0.12506 -1.21896
H 4.91078 -2.42000 0.06775
H 5.96181 1.50894 1.42983
H 5.37638 3.61202 1.16831
H 5.39670 3.01329 2.84662
H 4.42638 4.41653 2.41725
H 3.23869 3.54854 -0.15081
H 2.35195 4.29757 1.19022
H 1.77252 2.79254 0.48679
H 3.33213 1.87414 3.83656
H 1.82891 1.87908 2.91977
H 2.48947 3.39923 3.50363
Cl 0.03493 2.37720 4.92901
Ge -0.68432 1.57691 2.95651
Cl -0.92619 3.37483 1.55307
Cl -2.97204 1.90252 3.79426
*
```

Its expectation value of S² is 0.784. The LUMO energy (alpha / beta) is 0.05 / -2.40 eV.


#b
The following is a quantum chemistry calculation of a molecular structure, C36H48BrCl3GeInN6O4S2, from OMol25.

ORCA input file:
```
! wB97M-V def2-TZVPD RIJCOSX def2/J DEFGRID3
* xyz 0 2
In -1.80564 0.37768 -1.42611
C -1.17414 4.46934 -3.18830
C -1.66702 3.05781 -3.05335
N -1.95480 2.56077 -1.88353
N -2.10247 3.42931 -0.82479
C -2.54986 2.89616 0.24384
S -2.96601 1.21153 0.55436
S -2.85501 3.93364 1.64674
C -3.66462 5.37386 0.88576
C -2.84313 6.23412 -0.03980
C -1.56593 6.66062 0.30965
C -0.86283 7.52285 -0.51552
C -1.43204 7.98072 -1.69821
C -2.69815 7.54825 -2.05882
C -3.39660 6.67497 -1.23432
C -1.92445 2.24693 -4.23085
C -1.45636 2.67361 -5.48663
C -1.72481 1.98072 -6.64063
C -2.49347 0.81438 -6.56765
C -2.98008 0.37180 -5.36326
C -2.72962 1.06279 -4.15730
O -3.27523 0.63881 -3.04720
H -0.25859 4.48142 -3.77892
H -1.91530 5.09074 -3.69175
H -0.97600 4.89275 -2.20867
H -4.56278 5.01226 0.38729
H -3.96709 5.95612 1.75901
H -1.12183 6.30407 1.23153
H 0.13397 7.84055 -0.23679
H -0.88772 8.66519 -2.33594
H -3.14533 7.88592 -2.98541
H -4.38740 6.34058 -1.51990
H -0.85320 3.56935 -5.54488
H -1.34057 2.32502 -7.59076
H -2.70491 0.25492 -7.47079
H -3.58850 -0.52330 -5.30213
N -2.29768 -1.74936 -2.13789
C -1.03932 -2.29644 -2.66403
C -1.25378 -3.58095 -3.47217
C -2.28361 -4.59452 -2.92389
C -1.96644 -5.33823 -1.61882
N -1.61823 -4.44226 -0.51464
C -1.87750 -4.69433 0.90263
N -2.18930 -5.95355 1.42854
N -0.83944 -4.06574 1.55432
C -0.35715 -1.14352 -3.46325
O 0.06138 -1.33955 -4.57908
O -0.27956 -0.00298 -2.81622
H -2.69397 -2.38814 -1.44857
H -2.96406 -1.59634 -2.89251
H -0.35349 -2.45206 -1.82503
H -0.29110 -4.07825 -3.61214
H -1.59478 -3.26240 -4.45962
H -2.40105 -5.37684 -3.67780
H -3.25371 -4.09903 -2.82914
H -1.13045 -6.02377 -1.80200
H -2.83120 -5.94419 -1.34103
H -0.62244 -4.27794 -0.55630
H -2.92025 -6.42213 0.90701
H -1.35502 -6.52779 1.44315
H 0.94730 -2.12627 1.22651
H -0.50123 -2.29636 2.71863
C 5.66235 0.23379 4.82691
C 4.16986 0.58798 4.81630
C 3.46421 -0.10032 5.99466
C 4.03532 2.10187 4.98280
C 3.52080 0.09747 3.52021
C 2.72319 0.90953 2.73545
C 2.12039 0.37010 1.61499
Br 1.00136 1.45124 0.47132
C 2.24774 -0.96892 1.23189
O 1.48369 -1.33759 0.17087
C 3.04127 -1.84313 2.06058
C 3.65574 -1.24545 3.15220
C 3.10785 -3.46723 1.94348
C 1.68384 -3.89070 1.52360
C 3.31665 -4.10953 3.32488
C 4.13152 -3.90653 0.91771
H 6.12127 0.58869 5.75178
H 6.17392 0.70576 3.98604
H 5.82982 -0.84147 4.76294
H 3.85918 0.27087 6.94297
H 3.60604 -1.18213 5.96602
H 2.39168 0.10104 5.96701
H 4.54188 2.41217 5.89782
H 2.99093 2.40736 5.06604
H 4.49110 2.63521 4.14638
H 2.54411 1.94584 2.98079
H 4.24855 -1.88227 3.79310
H 0.49664 -3.38614 3.48374
H 1.53595 -4.83658 1.12292
H 1.19547 -2.10908 2.66450
H 2.48662 -3.86118 3.98461
H 4.25620 -3.81800 3.79961
H 3.32465 -5.19246 3.18953
H 4.00482 -3.35682 -0.01424
H 4.01208 -4.97252 0.70924
H 5.13522 -3.73101 1.30617
Cl -1.16753 -0.54794 2.72771
Ge -0.79476 -1.51283 0.67167
Cl 0.27876 -3.09206 1.90937
Cl -3.32478 -3.37038 1.41383
*
```

Its expectation value of S² is 0.759. The LUMO energy (alpha / beta) is -1.23 / -1.94 eV.


Which is the most stable structure? #a is the most stable.


#a
The following is a quantum chemistry calculation of 4 unconnected molecules or ions with the total composition H9NO3, from OMol25.

ORCA input file:
```
! wB97M-V def2-TZVPD RIJCOSX def2/J DEFGRID3
* xyz 0 1
N -1.89086 1.14825 -0.29907
H -2.80426 1.50000 -0.59728
H -1.36268 1.12390 -1.16102
H -1.30161 1.01230 0.49881
H -1.71069 -0.60222 -0.29268
H -1.89941 -1.81892 0.81263
O -1.53838 -1.60943 -0.05080
H 2.48984 0.01132 0.57709
H 3.59565 0.80947 1.40089
O 3.42639 0.28627 0.61806
H 0.34195 -0.93334 -0.17625
H 1.58352 -0.64215 -1.03377
O 1.07052 -0.28545 -0.29661
*
```

The LUMO energy is 0.66 eV.


#b
The following is a quantum chemistry calculation of 4 unconnected molecules or ions with the total composition H9NO3, from OMol25.

ORCA input file:
```
! wB97M-V def2-TZVPD RIJCOSX def2/J DEFGRID3
* xyz 0 1
N -0.08553 1.10234 2.97463
H -0.17173 2.01490 3.41668
H 0.07799 0.44390 3.73530
H 0.65243 1.00660 2.28538
H 0.42220 -1.40428 -4.10624
H 1.51368 -2.37526 -3.91158
O 0.87602 -1.87707 -3.40560
H -1.67677 0.64435 1.83027
H -2.66506 1.31793 0.97562
O -2.32450 0.44844 1.10528
H 0.84506 0.93260 -0.83263
H 1.12927 -0.53824 -1.03099
O 1.48343 0.24718 -0.56676
*
```

The LUMO energy is 0.77 eV.


Which is the most stable structure? #b is the most stable.


#a
The following is a quantum chemistry calculation of 2 unconnected molecules or ions with the total composition C10H18N3, from OMol25.

ORCA input file:
```
! wB97M-V def2-TZVPD RIJCOSX def2/J DEFGRID3
* xyz 1 1
C 2.44103 -1.15377 -0.12530
C -0.94639 -3.41566 1.37128
C -0.15369 -3.82688 0.28000
C -0.71671 -2.18674 1.92649
C 0.89361 -3.05451 -0.15642
C 0.36753 -1.42298 1.47464
C 1.12407 -1.76258 0.37785
H -1.71987 -4.09668 1.55155
H -0.43259 -4.76857 -0.17473
H -1.38900 -1.75299 2.64834
H 1.46549 -3.33729 -1.02590
H 0.53866 -0.48728 1.99227
H 2.19214 -0.91203 -1.15490
H 3.22804 -1.85725 0.10942
H 2.61552 -0.26051 0.48314
C -1.37474 2.30076 0.53950
C -2.69663 3.03377 0.50944
C 0.28345 2.21589 -1.35216
N -0.94939 2.14205 -0.90394
N 1.14789 2.96807 -0.61564
N 0.72929 1.80189 -2.55944
H -0.60933 2.78350 1.10151
H -1.36681 1.27681 0.91837
H -2.85424 3.58065 1.43946
H -3.55967 2.37345 0.43424
H -1.71378 1.70668 -1.39808
H 1.09164 2.82197 0.37866
H 2.08379 3.01968 -0.98688
H 0.28717 1.05425 -3.06799
H 1.09036 2.56617 -3.11410
H -2.73193 3.80188 -0.26039
*
```

The LUMO energy is -3.14 eV.


#b
The following is a quantum chemistry calculation of 2 unconnected molecules or ions with the total composition C10H18N3, from OMol25.

ORCA input file:
```
! wB97M-V def2-TZVPD RIJCOSX def2/J DEFGRID3
* xyz 1 1
C -1.94483 0.79870 0.88612
C -2.98603 1.39547 1.92220
C -0.76472 0.13106 1.51716
C 0.35135 0.81514 1.99893
C -0.77346 -1.26470 1.52527
C 1.41973 0.09066 2.51484
C 0.25650 -2.00242 2.12776
C 1.37192 -1.29720 2.54817
H -2.52772 0.07763 0.30541
H -1.79844 1.61564 0.17392
H -3.10421 2.45342 1.71392
H 0.29877 1.89625 2.03815
H -1.66790 -1.76932 1.18702
H 2.25395 0.68658 2.86192
H 0.22587 -3.08059 2.06437
H 2.14162 -1.75412 3.15954
H -2.53448 1.29629 2.91277
H -3.90907 0.83101 1.95021
C 1.30659 1.95836 -2.87662
C 0.53640 -0.32965 -2.56860
N 1.43720 0.60365 -2.33806
N -0.55895 -0.15274 -3.30226
N 0.84433 -1.59371 -2.18994
H 2.23478 0.30550 -1.79911
H -1.07301 0.69664 -3.16257
H -1.20509 -0.92420 -3.40114
H 1.65939 -1.80803 -1.63955
H 0.47078 -2.42226 -2.60208
H 0.32798 2.40764 -2.77893
H 1.77465 1.93429 -3.86324
H 1.99251 2.59152 -2.30830
*
```

The LUMO energy is -2.97 eV.


Which is the most stable structure? #b is the most stable.


#a
The following is a quantum chemistry calculation of a molecular structure, CH11O7V, from OMol25.

ORCA input file:
```
! wB97M-V def2-TZVPD RIJCOSX def2/J DEFGRID3
* xyz 0 1
O -0.20411 -1.61985 -0.13196
V -0.11111 -0.04874 -0.50831
O -0.05415 0.13727 -2.04730
C 2.84711 0.76815 -1.08577
O 1.78334 0.84783 -0.15194
H 3.59566 0.12313 -0.61625
H 2.49262 0.21954 -1.96611
H 3.24045 1.72759 -1.42272
O -0.39961 -4.62564 0.94089
H -0.49428 -3.67354 1.08673
H -0.11970 -4.98122 1.79080
O -0.31010 0.56536 1.70221
H -0.96179 0.86674 2.34390
H 0.51749 1.03006 1.92627
O -0.99365 2.30005 -0.47233
H -1.26035 2.81712 -1.24497
H -1.22300 2.84258 0.29269
O -2.50595 0.03225 -0.33338
H -3.22526 -0.32333 0.20101
H -2.61362 0.99462 -0.30347
*
```

The LUMO energy is -0.73 eV.


#b
The following is a quantum chemistry calculation of a molecular structure, CH11O7V, from OMol25.

ORCA input file:
```
! wB97M-V def2-TZVPD RIJCOSX def2/J DEFGRID3
* xyz 0 1
O 2.13178 -0.20412 -0.89836
V 0.76170 0.29535 -0.25441
O -0.43666 0.01326 -1.29481
C -0.55652 -2.61184 0.88186
O 0.15184 -1.39921 1.19670
H -0.17481 -3.43257 1.48915
H -1.63811 -2.66580 1.00577
H -0.48371 -2.84550 -0.18031
O -0.98455 1.44803 1.37686
H -0.96230 0.84861 2.12281
H -1.79443 1.94499 1.49240
O 0.98579 2.42345 -1.14898
H 0.79613 2.55615 -2.07778
H 1.00780 3.30640 -0.78000
O 1.87627 1.23879 1.53287
H 1.86656 2.05108 2.03914
H 2.28712 0.59870 2.11401
O -1.91737 -1.20386 -3.11447
H -1.67409 -0.49264 -2.52184
H -1.24243 -1.86927 -2.98060
*
```

The LUMO energy is -0.60 eV.


Which is the most stable structure? #a is the most stable.


#a
The following is a quantum chemistry calculation of a gas-phase ion, C3H11N5 (charge +2), from OMol25.

ORCA input file:
```
! wB97M-V def2-TZVPD RIJCOSX def2/J DEFGRID3
* xyz 2 1
C 0.84246 -0.45248 0.11623
C -1.56454 -1.21398 -0.49841
C -1.46189 0.27551 -0.43552
N -0.52081 -0.48656 0.22134
N 1.33699 0.73352 0.12680
N 1.48271 -1.57625 0.08637
N -2.31344 1.08286 0.50389
N 2.66540 1.04187 0.00732
H -2.30506 -1.68084 0.12512
H -1.28435 -1.72637 -1.40318
H -1.14983 0.64289 -1.37368
H 2.43506 -1.89424 0.04310
H 0.92314 -2.30874 0.04721
H -2.80553 0.45653 1.21120
H -3.27528 1.50535 0.15854
H -1.65001 1.65340 1.03719
H 3.18115 1.40520 0.82378
H 2.79823 1.63791 -0.72203
H 3.26027 0.23834 -0.16914
*
```

The LUMO energy is -6.60 eV.


#b
The following is a quantum chemistry calculation of 2 unconnected molecules or ions with the total composition C3H11N5, from OMol25.

ORCA input file:
```
! wB97M-V def2-TZVPD RIJCOSX def2/J DEFGRID3
* xyz 2 1
C -0.05505 -0.25428 0.01481
C -0.50168 -1.62192 -0.05932
C -2.40502 0.45190 -0.04923
N 1.28839 0.15952 0.05019
N -0.95288 0.68603 0.05839
N 3.72830 0.77084 -0.21491
N -0.66841 1.93729 0.09160
N 2.28826 -0.43220 0.25540
H -1.05342 -1.65576 -0.91740
H -1.19569 -1.80822 0.67252
H 0.26506 -2.40946 -0.22215
H -2.73251 0.46772 -1.05480
H -2.78071 -0.36728 0.50621
H -2.95677 1.32729 0.19089
H 4.57510 0.59952 0.33741
H 3.34030 1.66804 0.10980
H -1.23104 2.49510 0.58211
H 0.31339 2.16555 0.00454
H 2.66664 -1.45911 0.44901
*
```

The LUMO energy (alpha / beta) is -10.93 / -10.93 eV.


Which is the most stable structure? #a is the most stable.


#a
The following is a quantum chemistry calculation of 2 unconnected molecules or ions with the total composition C3H8N2, from OMol25.

ORCA input file:
```
! wB97M-V def2-TZVPD RIJCOSX def2/J DEFGRID3
* xyz 1 2
C -1.91216 1.03335 -0.57291
N -2.01957 1.57665 0.56506
H -0.94159 0.76842 -1.00132
H -2.78900 0.75652 -1.16726
H -2.91056 1.35040 1.00390
C 2.22822 -0.03223 -0.30129
C 1.07654 -0.82044 -0.27060
N 0.70468 -1.37283 0.87286
H 2.70659 0.27606 0.62040
H 2.67211 0.25859 -1.24051
H 0.44304 -1.02281 -1.11803
H 0.94436 -0.94328 1.76064
H -0.20266 -1.82839 0.84908
*
```

Its expectation value of S² is 0.763. The LUMO energy (alpha / beta) is -4.40 / -7.78 eV.


#b
The following is a quantum chemistry calculation of 2 unconnected molecules or ions with the total composition C3H8N2, from OMol25.

ORCA input file:
```
! wB97M-V def2-TZVPD RIJCOSX def2/J DEFGRID3
* xyz 1 2
C 2.40720 1.05983 0.08601
N 1.59089 1.48034 0.98230
H 2.03709 0.71768 -0.95274
H 3.31725 0.57192 0.42585
H 0.69632 1.13904 0.79532
C -0.84875 -1.76554 -0.25965
C -1.23192 -0.45890 -0.53207
N -1.63893 0.47768 0.29828
H -0.76596 -2.17546 0.79216
H -0.31497 -2.25766 -1.06966
H -1.13641 -0.02978 -1.63003
H -1.91319 0.14247 1.23011
H -2.19862 1.09837 -0.16589
*
```

Its expectation value of S² is 0.763. The LUMO energy (alpha / beta) is -4.45 / -8.34 eV.


Which is the most stable structure? #a is the most stable.